Record 1
A structure of composition C29H39N7O4SScSi in a non-equilibrium geometry, computed with ωB97M-V/def2-TZVPD.

Positions of all 82 atoms, in Å:
1 Sc 0.01 1.07 -0.73
2 N 1.31 2.66 0.26
3 C 0.45 3.60 1.00
4 C -0.74 4.00 0.13
5 N -1.41 2.83 -0.48
6 C -2.58 2.40 0.32
7 C -2.18 1.40 1.40
8 N -1.49 0.29 0.74
9 C -1.83 3.07 -1.88
10 C -0.65 3.34 -2.82
11 N 0.39 2.30 -2.66
12 H 1.96 2.24 0.92
13 H 1.88 3.20 -0.39
14 H 0.98 4.50 1.31
15 H 0.12 3.10 1.91
16 H -0.35 4.64 -0.67
17 H -1.44 4.60 0.72
18 H -3.28 1.90 -0.34
19 H -3.09 3.26 0.75
20 H -3.09 1.08 1.93
21 H -1.51 1.85 2.13
22 H -2.16 -0.18 0.11
23 H -1.20 -0.40 1.43
24 H -2.53 3.91 -1.94
25 H -2.34 2.17 -2.21
26 H -0.22 4.32 -2.62
27 H -1.05 3.37 -3.84
28 H 1.30 2.68 -2.88
29 H 0.22 1.57 -3.35
30 C -1.43 -0.50 -4.22
31 C -0.26 -0.92 -3.39
32 N 0.05 -0.50 -2.15
33 C 1.29 -1.08 -1.83
34 C 1.70 -1.88 -2.93
35 N 0.68 -1.73 -3.86
36 C 2.78 -2.79 -3.25
37 O 3.74 -2.95 -2.35
38 O 2.76 -3.40 -4.30
39 C 1.99 -0.86 -0.64
40 O 3.20 -1.18 -0.43
41 O 1.27 -0.28 0.42
42 H -2.11 0.11 -3.63
43 H -2.00 -1.37 -4.56
44 H -1.11 0.05 -5.10
45 H 0.71 -2.21 -4.75
46 H 3.63 -2.33 -1.59
47 C 4.44 -4.35 3.15
48 C 4.99 -3.26 2.48
49 C 4.19 -2.19 2.12
50 C 2.82 -2.18 2.42
51 C 2.30 -3.28 3.11
52 C 3.10 -4.35 3.47
53 Si 1.67 -0.78 2.01
54 C 2.13 0.82 2.88
55 C 1.31 1.36 3.88
56 C 1.71 2.47 4.61
57 C 2.93 3.07 4.36
58 C 3.75 2.57 3.35
59 C 3.35 1.47 2.62
60 H 5.07 -5.19 3.41
61 H 6.04 -3.25 2.23
62 H 4.63 -1.37 1.58
63 H 1.24 -3.30 3.37
64 H 2.67 -5.18 4.01
65 H 0.32 -1.19 2.48
66 H 0.36 0.89 4.10
67 H 1.07 2.86 5.40
68 H 3.26 3.91 4.96
69 H 4.70 3.04 3.14
70 H 3.99 1.08 1.84
71 S -3.81 -0.29 -1.61
72 C -4.63 -1.76 -1.50
73 N -5.71 -1.85 -0.67
74 C -6.47 -2.97 -0.53
75 C -6.16 -4.09 -1.24
76 C -5.06 -4.06 -2.11
77 C -4.31 -2.92 -2.24
78 H -5.96 -1.01 -0.18
79 H -7.30 -2.90 0.15
80 H -6.76 -4.98 -1.13
81 H -4.81 -4.94 -2.69
82 H -3.46 -2.87 -2.90

Energy relative to the best compared isomer or geometry (same formula, charge and spin) (kcal/mol): 77.55
LUMO (alpha / beta) (Ha): -0.09909 / -0.09909
Kohn-Sham gap (alpha / beta) (eV): 3.79 / 3.79
Total charge: +1
Electronic energy (Eh): -3261.0866

Results of the Mulliken charge analysis, in e, for atoms 1 through 4:
1. Sc -0.425
2. N 0.017
3. C -0.091
4. C -1.184



Record 2
A structure of composition C29H39N9OSTi, computed with ωB97M-V/def2-TZVPD.

Positions of all 80 atoms, in Å:
1 Ti 0.84 0.25 -0.06
2 C 3.90 2.13 2.63
3 C 2.72 1.74 1.80
4 N 2.58 0.59 1.19
5 C 3.56 -0.47 1.30
6 C 3.69 -1.15 -0.05
7 N 2.34 -1.42 -0.56
8 C 2.26 -1.80 -1.98
9 C 0.80 -2.10 -2.27
10 N -0.03 -0.99 -1.78
11 C -1.39 -1.39 -1.38
12 C -2.16 -0.14 -0.95
13 N -1.24 0.80 -0.32
14 C -1.64 1.97 0.05
15 C -3.03 2.47 -0.14
16 C -0.60 2.75 0.73
17 C -0.74 4.04 1.19
18 C 0.32 4.65 1.87
19 C 1.47 3.93 2.10
20 C 1.59 2.62 1.62
21 N 0.57 2.05 0.91
22 H 4.84 1.88 2.14
23 H 3.89 1.61 3.59
24 H 3.92 3.20 2.83
25 H 3.21 -1.20 2.04
26 H 4.54 -0.13 1.65
27 H 4.29 -2.07 0.03
28 H 4.20 -0.51 -0.77
29 H 1.96 -2.20 -0.02
30 H 2.89 -2.67 -2.21
31 H 2.61 -0.96 -2.58
32 H 0.50 -3.02 -1.76
33 H 0.65 -2.27 -3.34
34 H -0.14 -0.30 -2.53
35 H -1.32 -2.09 -0.55
36 H -1.92 -1.89 -2.20
37 H -2.95 -0.42 -0.25
38 H -2.64 0.33 -1.81
39 H -3.73 1.86 0.44
40 H -3.32 2.38 -1.19
41 H -3.15 3.50 0.17
42 H -1.67 4.58 1.04
43 H 0.23 5.66 2.23
44 H 2.28 4.38 2.65
45 N -0.87 3.46 -3.47
46 C -2.05 3.06 -4.03
47 C -1.98 1.70 -4.09
48 N -0.80 1.26 -3.55
49 C -0.15 2.34 -3.18
50 C 1.20 2.38 -2.64
51 N 1.75 1.58 -1.74
52 C 3.05 2.00 -1.61
53 C 3.29 3.04 -2.44
54 N 2.11 3.27 -3.09
55 H -0.62 4.41 -3.23
56 H -2.80 3.76 -4.35
57 H -2.71 1.02 -4.50
58 H 3.73 1.55 -0.90
59 H 4.18 3.63 -2.63
60 H 1.97 3.91 -3.86
61 C -4.91 -5.45 1.46
62 C -3.64 -4.67 1.63
63 C -3.67 -3.30 1.89
64 C -2.50 -2.58 2.07
65 C -1.28 -3.25 1.98
66 C -1.22 -4.61 1.71
67 C -2.40 -5.31 1.54
68 S 0.24 -2.37 2.17
69 C 0.14 -1.86 3.88
70 O 0.05 -1.07 1.41
71 H -5.78 -4.80 1.46
72 H -5.03 -6.17 2.27
73 H -4.89 -6.01 0.53
74 H -4.62 -2.79 1.97
75 H -2.53 -1.52 2.27
76 H -0.27 -5.12 1.63
77 H -2.37 -6.37 1.34
78 H -0.77 -1.27 4.00
79 H 1.02 -1.26 4.10
80 H 0.11 -2.75 4.51

Energy relative to the best compared isomer or geometry (same formula, charge and spin) (kcal/mol): 0.00
LUMO (alpha / beta) (Ha): -0.18290 / -0.19609
Kohn-Sham gap (alpha / beta) (eV): 5.92 / 8.44
Expectation value of S²: 2.0189
Total charge: +2
Spin multiplicity: 3
Electronic energy (Eh): -2943.8824

Results of the Mulliken charge analysis, in e, for atoms 1 through 4:
1. Ti -1.465
2. C -2.002
3. C 0.779
4. N 0.481



> Which value of energy relative to the best compared isomer or geometry (same formula, charge and spin) does entry 2 give?

0.00 kcal/mol